[1]
{
  "formula": "C2H7N2O5Sn",
  "method": "wB97M-V/def2-TZVPD",
  "species": ["Sn", "O", "H", "C", "N", "O", "O", "H", "H", "H", "C", "N", "O", "O", "H", "H", "H"],
  "coordinates": [[0.87637, -2.43991, -1.07057], [-0.53921, -0.97813, -1.99437], [-0.47021, -0.17595, -1.44094], [-1.10217, -0.76578, 1.90349], [-2.01289, -0.40014, 0.71389], [-1.61344, 0.47088, -0.02816], [-3.06812, -0.97938, 0.63763], [-0.45523, 0.05603, 2.21040], [-0.41056, -1.52922, 1.54719], [-1.72217, -1.27706, 2.63989], [1.14148, 1.55448, -1.04129], [1.95511, 0.54603, -0.30286], [2.96267, 0.84783, 0.20538], [1.48289, -0.54705, -0.33629], [1.19772, 2.47822, -0.46540], [0.14303, 1.17356, -1.25598], [1.63480, 1.96566, -1.92201]],
  "atomic_forces_ev_per_a": [[-2.6274, 1.6892, -2.0454], [2.0615, -2.4857, 1.1736], [-0.4648, -1.1186, -0.5011], [-0.1836, -0.6804, -0.8063], [0.0383, -0.3021, 1.6053], [0.0494, 0.4316, -0.0691], [0.5525, 0.1657, -0.1482], [-0.7266, 0.2102, 0.1044], [-0.0462, -0.1816, -0.3239], [0.0637, 0.6008, 0.1264], [0.1101, 1.7212, 0.0986], [-0.0425, 4.4478, -2.0153], [1.3115, 0.0851, 0.9039], [-0.5122, -3.9559, 1.3475], [-0.6419, -0.2597, 0.6348], [0.6422, 0.6879, 0.3019], [0.4158, -1.0555, -0.3871]],
  "lowdin_charge": [1.504, -0.448, -0.104, 0.073, -0.411, 0.018, 0.126, 0.103, 0.046, 0.108, 0.097, -0.380, 0.229, -0.289, 0.128, 0.068, 0.133],
  "mol_weight_g_mol": 257.8,
  "homo_energy_ev": -14.55,
  "largest_force_ev_per_a": 4.88,
  "gap_ev": 8.3655,
  "total_charge": 1
}

=====

[2]
{
  "formula": "C61H37I6LuN7O4",
  "method": "wB97M-V/def2-TZVPD",
  "species": ["Lu", "I", "C", "C", "C", "C", "C", "C", "C", "C", "C", "C", "C", "C", "C", "C", "C", "C", "I", "C", "C", "C", "N", "C", "C", "C", "C", "C", "C", "I", "C", "C", "C", "C", "C", "C", "N", "C", "C", "C", "C", "C", "N", "C", "C", "C", "C", "I", "C", "C", "C", "C", "N", "H", "H", "H", "H", "H", "H", "H", "H", "H", "H", "H", "H", "H", "H", "H", "H", "H", "H", "H", "H", "H", "H", "H", "H", "I", "C", "C", "C", "I", "C", "C", "C", "C", "N", "C", "C", "O", "H", "H", "H", "H", "C", "C", "O", "O", "H", "H", "H", "N", "C", "O", "C", "C", "C", "N", "C", "C", "H", "H", "H", "H", "H", "H"],
  "coordinates": [[-0.08009, -0.78437, 0.54872], [-4.99622, -4.61967, -7.42620], [-3.88487, -3.76896, -5.86271], [-3.40228, -2.47673, -5.99042], [-2.63732, -1.93782, -4.96674], [-2.34114, -2.66482, -3.80898], [-2.87417, -3.95128, -3.70028], [-3.63638, -4.50758, -4.71780], [-1.47522, -2.06467, -2.75826], [-0.43497, -2.85560, -2.22269], [0.00597, -4.12457, -2.71756], [0.68615, -4.72415, -1.69786], [0.69661, -3.79353, -0.61371], [1.25794, -3.99678, 0.68995], [0.96091, -5.23042, 1.45828], [0.88715, -5.14532, 2.85510], [0.49744, -6.21907, 3.63950], [0.16384, -7.41524, 3.03242], [-0.46935, -9.04461, 4.19283], [0.20604, -7.53659, 1.65266], [0.58572, -6.45124, 0.88094], [2.02132, -2.98084, 1.26043], [2.05458, -1.71487, 0.75105], [3.03509, -1.05643, 1.39970], [3.37258, 0.28936, 1.15576], [4.61525, 0.79840, 1.80616], [4.54854, 1.73004, 2.83830], [5.69908, 2.17112, 3.47885], [6.92701, 1.67418, 3.07411], [8.67469, 2.32565, 4.03939], [7.02350, 0.75261, 2.04313], [5.86368, 0.31796, 1.41718], [2.64920, 1.15780, 0.35538], [3.13667, 2.46385, -0.02865], [2.19569, 3.01129, -0.81953], [1.09962, 2.05505, -0.90006], [1.40795, 0.93907, -0.19097], [-0.09916, 2.34604, -1.57973], [-1.12351, 1.39558, -1.81436], [-3.52799, 0.90550, -2.29228], [-3.20211, -0.35453, -2.47889], [-1.81816, -0.77805, -2.33772], [-0.91989, 0.09035, -1.78810], [-0.10490, 3.74142, -2.15898], [0.30524, 3.93299, -3.47451], [0.43793, 5.20384, -4.01649], [0.15459, 6.30709, -3.22947], [0.28739, 8.22695, -4.06034], [-0.22509, 6.15246, -1.90730], [-0.33891, 4.87239, -1.38330], [3.68627, -1.93408, 2.34205], [3.04008, -3.12138, 2.27535], [0.08404, -2.64145, -0.98379], [-3.61186, -1.89282, -6.87668], [-2.24242, -0.93538, -5.07766], [-2.71523, -4.51456, -2.79021], [-4.03997, -5.50520, -4.60851], [-0.14108, -4.50803, -3.71507], [1.20738, -5.66819, -1.73071], [1.06898, -4.19755, 3.34002], [0.42719, -6.10187, 4.71311], [-0.07255, -8.46527, 1.17292], [0.57517, -6.57049, -0.18965], [3.57944, 2.10541, 3.14737], [5.63520, 2.88707, 4.28695], [7.98873, 0.37710, 1.73138], [5.92229, -0.40428, 0.61136], [4.09242, 2.88089, 0.24998], [2.22484, 3.97060, -1.30796], [-4.52606, 1.31088, -2.26067], [-3.97266, -1.09513, -2.63759], [0.54882, 3.07297, -4.08648], [0.75939, 5.32693, -5.04240], [-0.43570, 7.01248, -1.28603], [-0.61685, 4.76100, -0.34184], [4.51820, -1.67324, 2.97789], [3.27959, -4.02426, 2.81495], [0.70404, -2.39270, 5.70908], [0.14249, -0.46356, 5.13096], [-0.11476, 0.48879, 6.12116], [-0.48500, 1.76097, 5.78080], [-0.86307, 3.12895, 7.33468], [-0.60839, 2.13526, 4.42200], [-0.98542, 3.41813, 3.96875], [-1.07026, 3.66306, 2.62936], [-0.78081, 2.62862, 1.72721], [-0.42543, 1.42380, 2.10063], [-0.33749, 1.15991, 3.42738], [0.05189, -0.19634, 3.75981], [0.28480, -1.04656, 2.83748], [-0.01735, 0.21336, 7.16237], [-1.20379, 4.19257, 4.69150], [-1.36000, 4.63682, 2.25528], [-0.85285, 2.80128, 0.66279], [-3.79881, -1.62670, 1.99068], [-2.48941, -1.36246, 1.29298], [-2.27821, -0.22185, 0.77652], [-1.62722, -2.27836, 1.22420], [-4.23064, -0.69562, 2.35101], [-3.64125, -2.32644, 2.80902], [-4.48580, -2.08201, 1.27442], [-4.42527, 6.11432, -4.67273], [-4.20096, 5.82014, -3.33280], [-4.49806, 6.65761, -2.47987], [-3.60345, 4.53874, -3.03001], [-3.50300, 4.13323, -1.67065], [-2.95181, 2.98076, -1.26664], [-2.49134, 1.95213, -2.24450], [-2.44591, 2.48599, -3.64130], [-3.01964, 3.65994, -3.96937], [-4.98820, 6.93195, -4.83038], [-4.54903, 5.36405, -5.32790], [-3.86633, 4.82129, -0.91609], [-2.88377, 2.63802, -0.24564], [-1.94935, 1.82269, -4.33112], [-2.94313, 3.94486, -5.01366]],
  "atomic_forces_ev_per_a": [[0.9524, 0.4218, -0.1885], [0.0529, 0.0626, 0.1119], [-0.0795, -0.0443, -0.1244], [0.0110, 0.0230, 0.0367], [0.0914, -0.0363, 0.0212], [-0.0585, -0.1040, -0.1468], [-0.0208, 0.0658, 0.0995], [-0.0008, 0.0049, 0.0660], [-0.2227, 0.5406, 0.2128], [0.2918, -0.2534, -0.0363], [-0.1282, 0.1998, -0.1255], [0.0380, -0.0282, 0.1990], [-0.0707, -0.1193, -0.1068], [0.1029, 0.1738, -0.0437], [0.0218, -0.1670, 0.0537], [-0.0686, 0.1038, -0.0726], [0.0261, 0.0016, 0.0083], [-0.0529, -0.1663, 0.0655], [0.0583, 0.1120, -0.0639], [0.0291, 0.0488, -0.0166], [0.1367, 0.0339, -0.0113], [-0.0179, -0.3955, -0.0033], [0.2294, 0.3362, 0.1763], [-0.1586, -0.3706, -0.0911], [-0.0146, 0.3305, -0.0081], [-0.0186, -0.0689, 0.0257], [-0.0116, 0.0183, -0.0006], [-0.0292, -0.0096, -0.0320], [0.1534, 0.0551, 0.0675], [-0.1157, -0.0397, -0.0646], [-0.0392, 0.0017, -0.0120], [0.0019, 0.0103, 0.0258], [0.0398, -0.2856, 0.2097], [-0.0226, 0.2255, -0.1444], [0.1332, 0.0818, 0.1093], [-0.1965, -0.2378, -0.2139], [-0.0278, 0.0049, -0.1162], [0.1270, 0.1969, 0.1181], [0.0665, -0.4927, -0.1022], [-0.0587, 0.0682, 0.0044], [0.1752, 0.0633, -0.0190], [-0.1532, -0.5791, -0.3374], [0.0178, 0.5553, 0.2651], [-0.1832, -0.0385, 0.0070], [0.0668, 0.0528, -0.0609], [-0.0082, -0.1102, -0.0150], [-0.0181, 0.1418, -0.0307], [0.0100, -0.1027, 0.0628], [0.0103, -0.0271, 0.0074], [-0.1125, -0.0219, 0.0561], [0.0540, 0.0678, 0.0257], [-0.0143, -0.0443, 0.0950], [0.0048, 0.0350, 0.1946], [0.0222, -0.0286, -0.0005], [0.0154, -0.0077, 0.0280], [0.0998, -0.0256, -0.0126], [0.0086, 0.0078, -0.0071], [-0.0835, 0.0063, 0.0216], [-0.0403, 0.0842, -0.0690], [-0.0490, 0.0295, -0.0116], [0.0029, 0.0015, -0.0205], [0.0015, 0.0102, 0.0122], [-0.0361, -0.0085, 0.0676], [0.0255, -0.0176, 0.0114], [-0.0098, -0.0034, -0.0101], [-0.0119, -0.0019, -0.0003], [0.0104, 0.0015, 0.0252], [-0.0476, -0.0216, -0.0262], [0.0440, -0.0211, 0.0043], [0.0412, 0.1049, -0.0199], [-0.0169, 0.0176, 0.0555], [-0.0580, -0.0243, 0.0128], [-0.0159, -0.0010, 0.0190], [-0.0099, -0.0063, -0.0302], [-0.0348, -0.0175, -0.0610], [-0.0022, -0.0253, -0.0451], [-0.0192, 0.0401, -0.0265], [-0.0187, 0.1092, 0.0061], [0.1162, -0.2918, -0.1730], [-0.0269, 0.1269, -0.0661], [-0.0197, 0.0968, 0.2824], [0.0324, -0.0971, -0.1361], [-0.0045, -0.0564, -0.1635], [0.0281, -0.0375, 0.0006], [-0.0288, 0.0627, 0.0492], [0.0054, -0.0660, -0.0787], [0.0372, -0.0129, 0.0895], [-0.0067, 0.0888, 0.0629], [0.0264, -0.0427, 0.2143], [-0.0626, 0.1776, -0.4778], [-0.0055, -0.0292, -0.0148], [-0.0040, 0.0172, 0.0011], [-0.0012, -0.0193, -0.0039], [0.0048, 0.0078, 0.0181], [0.0606, 0.0071, -0.0039], [-0.5647, -0.2109, 0.0585], [-0.1887, -0.0840, 0.1025], [-0.4295, -0.1084, 0.1694], [-0.0129, -0.0128, -0.0197], [-0.0219, -0.0018, -0.0137], [-0.0026, 0.0094, 0.0096], [0.1402, 0.0331, -0.0861], [0.0167, 0.0033, 0.0634], [-0.0183, -0.0660, -0.0588], [-0.1241, 0.0925, 0.1334], [0.1087, 0.0667, -0.2863], [0.1067, 0.0745, 0.2316], [-0.0788, -0.0771, -0.2287], [0.1051, 0.1205, -0.0612], [0.0395, 0.0130, 0.1879], [-0.0222, 0.0278, 0.0558], [-0.0433, -0.0487, 0.0237], [-0.0067, -0.0450, 0.0234], [-0.0005, -0.0969, -0.0612], [0.0169, -0.0813, 0.0919], [0.0118, -0.0370, 0.0037]],
  "lowdin_charge": [1.811, 0.824, -0.735, -0.146, -0.022, -0.186, -0.023, -0.147, -0.068, -0.241, -0.029, -0.034, -0.243, -0.020, -0.123, -0.035, -0.141, -0.733, 0.819, -0.153, -0.013, -0.265, 0.002, -0.237, -0.070, -0.210, -0.016, -0.145, -0.733, 0.820, -0.150, -0.024, -0.234, 0.014, 0.017, -0.245, 0.018, -0.083, -0.157, -0.015, -0.010, -0.238, 0.107, -0.215, -0.038, -0.147, -0.730, 0.824, -0.132, -0.034, 0.011, -0.008, 0.031, 0.092, 0.119, 0.125, 0.092, 0.108, 0.097, 0.035, 0.091, 0.090, 0.083, 0.127, 0.092, 0.090, 0.127, 0.115, 0.111, 0.139, 0.130, 0.125, 0.091, 0.098, 0.109, 0.113, 0.113, 0.927, -0.630, -0.250, -0.673, 0.852, -0.213, -0.048, -0.036, -0.121, 0.085, -0.134, -0.438, -0.201, 0.071, 0.055, 0.105, 0.069, 0.014, -0.702, -0.141, -0.115, 0.080, 0.083, 0.084, 0.128, -0.541, -0.008, -0.196, -0.035, -0.068, -0.098, -0.066, -0.055, 0.088, 0.071, 0.126, 0.113, 0.118, 0.115],
  "mol_weight_g_mol": 1868.4,
  "homo_energy_ev": [-4.54, -4.54],
  "largest_force_ev_per_a": 1.06,
  "gap_ev": [4.9068, 4.9050],
  "total_charge": -1
}